No. 1
DFT (the ωB97M-V functional and the def2-TZVPD basis) results for one molecule with the formula C27H29N7O3 at a distorted geometry.

```
66
C27H29N7O3, DFT the ωB97M-V functional and the def2-TZVPD basis
C 4.0417 -1.6322 1.0186
C 2.8828 -0.8761 0.4507
C 2.5692 -0.9657 -0.8999
C 1.4817 -0.2869 -1.4163
C 0.6724 0.4737 -0.5919
C 0.9606 0.5510 0.7650
N 0.1411 1.3230 1.6339
C -0.4071 0.8688 2.7854
O -0.9067 1.5957 3.6161
C -0.4521 -0.6600 2.9742
N -0.6783 -1.3352 1.7393
N -1.6309 -1.0038 0.9046
N -1.4940 -1.7339 -0.1447
C -0.4193 -2.5232 0.0764
C 0.1017 -3.4386 -0.8865
C -0.3510 -3.7455 -2.1449
C 0.5754 -4.6666 -2.6730
C 1.5269 -4.8572 -1.7078
C 2.7453 -5.7066 -1.6837
O 1.2426 -4.1149 -0.6229
N 0.1027 -2.2827 1.2775
C -0.0218 2.7416 1.3146
C -1.2511 3.0533 0.4367
O -1.4089 4.1701 -0.0127
N -2.1150 2.0438 0.2542
C -3.3673 2.2064 -0.4553
C -4.5566 1.8061 0.4421
C -5.3510 0.7667 -0.3513
C -4.2980 0.0997 -1.2304
C -3.4418 1.2788 -1.6825
C 1.2776 3.2658 0.7506
C 1.4589 3.5768 -0.5895
C 2.7194 3.9751 -1.0102
N 3.7660 4.0641 -0.2101
C 3.5909 3.7746 1.0679
C 2.3762 3.3754 1.5979
C 2.0796 -0.0984 1.2715
H 4.8468 -1.7112 0.2921
H 3.7181 -2.6406 1.2790
H 4.4206 -1.1523 1.9173
H 3.1841 -1.5692 -1.5508
H 1.2487 -0.3586 -2.4677
H -0.1836 0.9886 -0.9963
H -1.2725 -0.8570 3.6719
H 0.4765 -1.0419 3.4008
H -1.2311 -3.3534 -2.6099
H 0.5443 -5.1280 -3.6387
H 3.6261 -5.0989 -1.4810
H 2.8654 -6.2054 -2.6403
H 2.6694 -6.4562 -0.8969
H -0.2233 3.2485 2.2700
H -1.9530 1.1221 0.6405
H -3.4068 3.2588 -0.7462
H -4.1734 1.3617 1.3618
H -5.1635 2.6673 0.7151
H -6.0941 1.2621 -0.9785
H -5.8665 0.0609 0.2977
H -3.6951 -0.5933 -0.6445
H -4.7339 -0.4415 -2.0685
H -3.9295 1.8030 -2.5050
H -2.4517 0.9696 -2.0137
H 0.6411 3.5316 -1.2891
H 2.9016 4.2282 -2.0462
H 4.4689 3.8683 1.6937
H 2.2813 3.1519 2.6503
H 2.3234 0.0021 2.3193
```

As for the spin multiplicity: 1. Its LUMO energy is 0.530 eV. The calculation puts the orbital gap at 9.1 eV. Its SMILES is Cc1cccc(N(C(=O)Cn2nnc(-c3ccc(C)o3)n2)[C@H](C(=O)NC2CCCC2)c2ccncc2)c1.

natural (NBO) charges, unit e, in atom order: C -0.632; C 0.021; C -0.236; C -0.129; C -0.291; C 0.239; N -0.494; C 0.688; O -0.591; C -0.322; N 0.006; N -0.067; N -0.248; C 0.243; C 0.195; C -0.237; C -0.326; C 0.313; C -0.654; O -0.384; N -0.234; C -0.169; C 0.677; O -0.632; N -0.632; C -0.053; C -0.415; C -0.401; C -0.410; C -0.411; C 0.023; C -0.235; C 0.041; N -0.416; C 0.036; C -0.251; C -0.256; H 0.219; H 0.228; H 0.216; H 0.213; H 0.213; H 0.232; H 0.255; H 0.260; H 0.239; H 0.230; H 0.227; H 0.231; H 0.230; H 0.279; H 0.423; H 0.238; H 0.208; H 0.218; H 0.194; H 0.211; H 0.214; H 0.209; H 0.207; H 0.211; H 0.232; H 0.191; H 0.191; H 0.216; H 0.211

=====

No. 2
DFT (the ωB97M-V functional and the def2-TZVPD basis) results for C27H29NO3PbS7 as an isolated structure at a distorted geometry.

```
68
C27H29NO3PbS7, DFT the ωB97M-V functional and the def2-TZVPD basis
Pb 0.5042 0.1112 0.7421
C 1.0598 -4.3588 0.4958
C 2.2968 -4.2780 -0.3932
S 2.4930 -2.7513 -1.3599
C 1.4501 -3.1216 -2.8062
C -0.0578 -3.0874 -2.5708
S -0.5303 -1.4598 -1.8926
C -2.2323 -1.8987 -1.4040
C -2.7851 -1.0765 -0.2471
S -1.9207 -1.2100 1.3541
C -1.7352 -3.0072 1.5905
C -0.5578 -3.3567 2.4936
S 1.0810 -3.0807 1.7780
H 1.0316 -5.3288 0.9997
H 0.1550 -4.2390 -0.0910
H 2.2951 -5.1127 -1.0971
H 3.2006 -4.3507 0.2146
H 1.7637 -4.0929 -3.1903
H 1.7278 -2.3612 -3.5387
H -0.3710 -3.9003 -1.9181
H -0.5764 -3.1974 -3.5261
H -2.2397 -2.9627 -1.1738
H -2.8826 -1.7412 -2.2656
H -3.8313 -1.3283 -0.0749
H -2.6918 -0.0105 -0.4643
H -1.6524 -3.4937 0.6221
H -2.6540 -3.3442 2.0729
H -0.6186 -4.4062 2.7842
H -0.5749 -2.7502 3.4022
O -1.4108 2.4345 4.0497
C -0.7552 1.6586 3.3695
O -0.8559 1.4613 2.1044
C 0.3017 0.8305 4.1036
C 0.3327 0.8130 5.4918
C 1.2979 0.0521 6.1264
C 2.2262 -0.6390 5.3557
C 2.1343 -0.5516 3.9796
N 1.1790 0.1537 3.3649
H -0.4031 1.3995 6.0250
H 1.3389 -0.0006 7.2071
H 3.0052 -1.2369 5.8114
H 2.8458 -1.0632 3.3395
O -0.8350 1.1463 -0.8715
C -0.3892 2.2743 -1.5570
C -1.4374 3.3816 -1.4219
C -1.3204 4.7210 -1.6411
C -2.5569 5.4145 -1.4935
C -3.5801 4.5803 -1.1624
S -3.0493 2.9592 -1.0218
C 0.9343 2.8281 -0.9807
C 1.0797 3.3309 0.2826
C 2.3956 3.8007 0.5557
C 3.2248 3.6675 -0.5148
S 2.4142 2.9745 -1.8534
C -0.2100 1.9192 -3.0440
C 0.7019 1.0662 -3.5972
C 0.5632 0.9254 -5.0068
C -0.4642 1.6707 -5.4986
S -1.2525 2.5468 -4.2595
H -0.3824 5.1979 -1.9005
H -2.6680 6.4833 -1.6228
H -4.6155 4.8299 -0.9819
H 0.2515 3.3923 0.9773
H 2.6964 4.2300 1.5029
H 4.2678 3.9379 -0.5989
H 1.4383 0.5313 -3.0085
H 1.2123 0.3169 -5.6252
H -0.8027 1.7565 -6.5211
```

As for the spin multiplicity: 1. Its LUMO energy is 0.049 eV. The calculation puts the orbital gap at 7.9 eV.

natural (NBO) charges, unit e, in atom order: Pb 1.424; C -0.537; C -0.544; S 0.237; C -0.538; C -0.546; S 0.261; C -0.528; C -0.542; S 0.218; C -0.545; C -0.539; S 0.232; H 0.220; H 0.206; H 0.225; H 0.235; H 0.222; H 0.238; H 0.194; H 0.225; H 0.201; H 0.235; H 0.228; H 0.302; H 0.214; H 0.232; H 0.227; H 0.244; O -0.640; C 0.753; O -0.872; C 0.102; C -0.211; C -0.161; C -0.257; C 0.034; N -0.504; H 0.255; H 0.220; H 0.223; H 0.203; O -1.010; C 0.165; C -0.211; C -0.263; C -0.258; C -0.432; S 0.487; C -0.221; C -0.287; C -0.246; C -0.438; S 0.474; C -0.197; C -0.267; C -0.266; C -0.436; S 0.481; H 0.227; H 0.219; H 0.233; H 0.267; H 0.225; H 0.237; H 0.221; H 0.216; H 0.234

=====

No. 3
DFT (the ωB97M-V functional and the def2-TZVPD basis) results for one molecule with the formula C27H29NO4.

```
61
C27H29NO4, DFT the ωB97M-V functional and the def2-TZVPD basis
C 3.5750 -3.6003 -6.6063
C 3.4995 -2.9365 -5.2381
C 3.0315 -1.4840 -5.3526
O 2.9870 -0.8237 -4.1043
C 1.9680 -1.0755 -3.2395
C 0.8541 -1.8671 -3.4989
C -0.1276 -2.0215 -2.5352
C -0.0252 -1.4056 -1.2988
C -1.0828 -1.5999 -0.2459
C -0.5287 -2.3965 0.9490
C -0.0745 -3.7695 0.5414
O -0.4407 -4.3858 -0.4216
O 0.8181 -4.2656 1.4115
N -1.5835 -0.3088 0.1936
C -2.6414 -0.1763 1.0220
O -3.2769 -1.1227 1.4389
C -2.9506 1.2632 1.4014
C -2.2096 1.6047 2.7063
C -2.5093 2.9847 3.2501
C -2.0266 3.2972 4.5179
C -2.2360 4.5458 5.0703
C -2.9347 5.5092 4.3613
C -3.4177 5.2096 3.1011
C -3.2052 3.9572 2.5474
C -0.7169 1.4705 2.5053
C -0.0306 2.3909 1.7206
C 1.3310 2.2631 1.5137
C 2.0263 1.2127 2.0910
C 1.3525 0.2958 2.8797
C -0.0109 0.4254 3.0848
C 1.0929 -0.6173 -1.0401
C 2.0718 -0.4503 -1.9947
H 4.2672 -3.0661 -7.2533
H 3.9172 -4.6272 -6.5093
H 2.5974 -3.6081 -7.0836
H 4.4822 -2.9462 -4.7628
H 2.8149 -3.4905 -4.5929
H 2.0597 -1.4285 -5.8589
H 3.7546 -0.9095 -5.9393
H 0.7323 -2.3693 -4.4452
H -0.9807 -2.6471 -2.7473
H -1.9241 -2.1692 -0.6586
H 0.2985 -1.8721 1.4276
H -1.3341 -2.5137 1.6798
H 1.0803 -5.1628 1.1508
H -1.0284 0.4978 -0.0442
H -2.6468 1.9341 0.5975
H -4.0251 1.3487 1.5674
H -2.5241 0.8710 3.4580
H -1.4789 2.5484 5.0728
H -1.8547 4.7687 6.0561
H -3.1014 6.4862 4.7900
H -3.9645 5.9539 2.5406
H -3.5958 3.7507 1.5628
H -0.5663 3.2196 1.2792
H 1.8519 2.9840 0.9006
H 3.0891 1.1112 1.9282
H 1.8896 -0.5229 3.3364
H -0.5328 -0.2951 3.6984
H 1.2059 -0.1309 -0.0814
H 2.9386 0.1615 -1.8006
```

As for the spin multiplicity: 1. Its LUMO energy is 0.696 eV. The calculation puts the orbital gap at 9.1 eV. Its SMILES is CCCOc1ccc([C@@H](CC(=O)O)NC(=O)CC(c2ccccc2)c2ccccc2)cc1.

natural (NBO) charges, unit e, in atom order: C -0.606; C -0.426; C -0.059; O -0.492; C 0.305; C -0.308; C -0.175; C 0.011; C -0.078; C -0.535; C 0.805; O -0.600; O -0.688; N -0.619; C 0.696; O -0.635; C -0.488; C -0.281; C 0.083; C -0.222; C -0.203; C -0.218; C -0.204; C -0.248; C -0.016; C -0.185; C -0.222; C -0.229; C -0.209; C -0.220; C -0.236; C -0.245; H 0.203; H 0.217; H 0.202; H 0.207; H 0.207; H 0.169; H 0.192; H 0.217; H 0.221; H 0.230; H 0.235; H 0.271; H 0.496; H 0.410; H 0.209; H 0.243; H 0.231; H 0.211; H 0.214; H 0.214; H 0.212; H 0.210; H 0.211; H 0.217; H 0.218; H 0.220; H 0.218; H 0.222; H 0.220